{"formula": "C8F30HfN4O16PS8", "method": "the ωB97M-V functional and the def2-TZVPD basis", "max_force_ev_per_a": 6.82, "total_energy_ha": -8298.70462, "total_charge": -1, "homo_lumo_gap_ev": 8.86, "species": ["Hf", "P", "F", "F", "F", "F", "F", "F", "C", "F", "F", "F", "S", "O", "O", "N", "S", "O", "O", "C", "F", "F", "F", "C", "F", "F", "F", "S", "O", "O", "N", "S", "O", "O", "C", "F", "F", "F", "C", "F", "F", "F", "S", "O", "O", "N", "S", "O", "O", "C", "F", "F", "F", "C", "F", "F", "F", "S", "O", "O", "N", "S", "O", "O", "C", "F", "F", "F"], "xyz": [[-0.168511, 0.057491, 0.017688], [-3.092721, 1.976981, -0.754272], [-3.654511, 2.397941, -2.228732], [-2.179641, 3.240891, -0.786952], [-4.407291, 2.636581, -0.043592], [-2.406161, 1.628671, 0.657328], [-3.807851, 0.519381, -0.790722], [-1.734401, 1.204521, -1.380272], [-1.296711, 2.195741, 3.953088], [-2.124261, 2.520081, 2.934458], [-1.227001, 3.133031, 4.910168], [-1.638941, 1.000611, 4.480138], [0.489899, 2.078211, 3.150588], [1.243059, 3.240441, 3.602148], [1.074359, 0.904501, 3.734788], [0.285629, 1.836581, 1.327898], [0.474869, 3.358281, 0.868418], [0.314519, 3.212211, -0.555342], [-0.327351, 4.407751, 1.513658], [2.377999, 3.908131, 1.019178], [2.991599, 2.843321, 1.534478], [2.871419, 4.289061, -0.194062], [2.569429, 5.014501, 1.783408], [-2.439561, -2.649389, 3.138558], [-3.279101, -3.517819, 2.610688], [-2.907941, -2.409299, 4.324408], [-1.167551, -3.143709, 3.282338], [-2.402051, -0.997349, 2.114208], [-3.482791, -0.116599, 2.564488], [-1.059631, -0.418259, 2.264918], [-2.008151, -1.211129, 0.391928], [-3.141821, -2.288389, 0.001328], [-2.604221, -3.637509, 0.163748], [-4.493031, -2.078389, 0.477518], [-3.232801, -2.019269, -1.993292], [-3.133481, -3.255389, -2.567362], [-4.386571, -1.460289, -2.348322], [-2.202211, -1.257219, -2.406892], [2.328609, -3.858749, -1.018802], [2.563159, -5.140249, -0.676232], [3.424629, -3.100659, -0.829402], [2.034769, -3.751859, -2.292242], [0.756839, -3.234879, 0.020628], [-0.095751, -2.693529, -1.016872], [0.218609, -4.299599, 0.799148], [1.170439, -1.658159, 0.750798], [2.102839, -2.195979, 1.922578], [1.418909, -2.033549, 3.184118], [2.758599, -3.501809, 1.843958], [3.557339, -0.942679, 1.811908], [3.114439, 0.296201, 2.153608], [4.487729, -1.291879, 2.659888], [4.088889, -0.963319, 0.578018], [2.872439, 1.988421, -3.184662], [2.726519, 1.691221, -4.446342], [4.105929, 2.326231, -2.921902], [2.188179, 3.058971, -2.837382], [2.491539, 0.470381, -1.956952], [3.486049, -0.554679, -2.164872], [2.291399, 0.923871, -0.565932], [0.785289, 0.013171, -2.087892], [0.748919, -0.586349, -3.623602], [1.954579, -0.739559, -4.424092], [-0.136801, -1.760199, -3.735842], [-0.321721, 0.861281, -4.519832], [-0.374431, 1.957001, -3.751852], [0.142969, 1.137391, -5.722382], [-1.577441, 0.438631, -4.719312]], "forces_ev_per_angstrom": [[-0.59, 0.20, 0.45], [-2.86, 1.00, -0.78], [0.51, -1.20, 0.89], [-0.57, 1.65, 0.20], [1.59, -0.43, -0.40], [-0.01, -0.84, 1.12], [0.16, 1.00, -0.12], [1.83, -1.83, -0.68], [0.17, -0.14, -1.40], [0.47, -0.10, 1.97], [-0.43, -0.97, -1.01], [0.39, 1.74, -0.33], [1.44, -1.89, 3.02], [-1.56, -0.03, -1.96], [-1.02, -0.48, -1.04], [0.68, 0.60, 4.21], [-0.88, 3.87, -2.98], [0.60, -0.14, -0.39], [1.65, -2.45, -0.43], [-0.50, 0.95, 0.30], [0.51, 0.91, -0.68], [-0.64, -1.34, 1.07], [-0.51, -1.51, -0.29], [1.06, -1.69, 0.06], [0.66, 0.05, -0.24], [0.03, 1.25, 0.92], [-2.11, 0.93, -0.91], [0.58, 3.83, -0.66], [1.69, -2.87, -1.05], [1.15, 0.53, 0.75], [-2.24, -0.18, 2.69], [-0.95, -3.69, -4.95], [-0.52, 1.89, -0.22], [1.50, 0.75, 0.33], [0.28, -0.75, 0.75], [-0.14, 1.56, 0.67], [0.71, -0.52, 0.14], [-1.07, -0.55, 0.50], [0.88, 0.13, 0.89], [-0.24, 1.28, -0.38], [-0.93, -0.77, 0.33], [-0.54, -0.37, 0.10], [-1.32, 1.18, -2.61], [0.09, 0.24, -0.17], [0.96, 0.67, 0.31], [-0.23, -3.04, -1.71], [2.22, 0.66, 5.48], [0.56, 0.57, -0.94], [-0.84, 1.49, -1.79], [-1.10, 0.21, -0.19], [0.51, -1.22, -0.85], [0.40, -0.27, 0.55], [-0.44, 0.38, 0.70], [-0.12, 0.81, 1.17], [-0.17, 0.02, 0.13], [1.56, -0.81, 0.03], [-1.26, -0.57, -0.16], [-1.39, -0.94, 2.34], [-1.16, 1.57, -0.21], [0.42, 0.48, -0.47], [3.56, -0.17, -1.79], [-4.73, -3.14, -3.79], [-0.48, 1.14, 1.92], [1.64, 2.43, 0.80], [-0.67, -0.77, 0.65], [0.42, -0.36, -0.45], [0.82, 0.24, 0.00], [0.48, -0.17, 0.60]]}

***

{"formula": "C17H29Al2Be2BrClF8N2O6S", "method": "the ωB97M-V functional and the def2-TZVPD basis", "max_force_ev_per_a": 2.65, "total_energy_ha": -5970.40330, "total_charge": 3, "homo_lumo_gap_ev": 1.76, "species": ["C", "C", "O", "C", "O", "O", "C", "S", "C", "C", "H", "H", "H", "H", "H", "H", "H", "H", "H", "H", "H", "H", "Be", "Br", "C", "C", "O", "C", "O", "C", "F", "F", "F", "H", "H", "H", "H", "H", "F", "Be", "N", "C", "C", "C", "C", "H", "H", "H", "H", "H", "Cl", "F", "Al", "F", "F", "F", "C", "O", "N", "C", "C", "H", "H", "H", "H", "H", "H", "H", "Al"], "xyz": [[4.999770, 2.549842, -1.104898], [4.417595, 3.716296, -0.362693], [2.998133, 3.446012, -0.176380], [2.248383, 3.958472, -1.254046], [2.722588, 4.133897, -2.317920], [1.024568, 4.322733, -0.890443], [-0.115016, 3.482635, -0.825231], [-1.333330, 4.734874, -0.438690], [-2.957502, 4.330773, -1.119657], [-4.002020, 4.560673, 0.001349], [4.952389, 1.632320, -0.430203], [6.044912, 2.674320, -1.382537], [4.465373, 2.362719, -2.053061], [4.587656, 4.671421, -0.849087], [4.883086, 3.781874, 0.616438], [-0.285931, 2.923192, -1.745760], [-0.024993, 2.729040, 0.006210], [-3.029284, 3.346404, -1.571669], [-3.138214, 5.071522, -1.895556], [-3.515199, 4.947322, 0.891062], [-4.479203, 3.637175, 0.335789], [-4.781448, 5.275547, -0.310814], [3.268803, 1.360759, -0.498371], [-3.035164, 7.130764, -0.273865], [4.514580, -5.578856, -2.494482], [3.778424, -5.101528, -1.270610], [3.758234, -3.621865, -1.218674], [2.841425, -3.011736, -1.905834], [1.947598, -3.421917, -2.577519], [2.956695, -1.473811, -1.687812], [4.208947, -0.983885, -1.673885], [2.427326, -1.161469, -0.471610], [2.278753, -0.767116, -2.579120], [5.522216, -5.164153, -2.529806], [4.581322, -6.664822, -2.474870], [3.995557, -5.281940, -3.405570], [4.286426, -5.400415, -0.357294], [2.758314, -5.478111, -1.238463], [0.968468, -5.241597, -2.275870], [1.436737, 1.252688, 0.746656], [0.830043, -2.091698, 2.946307], [-0.148552, -1.435646, 3.716337], [-0.303655, -2.178738, 4.920532], [0.538648, -3.248708, 4.836232], [1.239253, -3.168198, 3.577023], [1.155094, -1.792109, 2.042925], [-0.597337, -0.514848, 3.385811], [-0.957329, -1.919128, 5.736235], [0.674669, -4.026271, 5.570187], [1.976546, -3.829474, 3.148995], [-1.446695, -2.896662, 2.169832], [1.204675, 9.756001, -0.006377], [1.485911, 8.157619, -0.316252], [0.144409, 7.554284, -1.262633], [1.497528, 7.241683, 1.097462], [2.877814, 7.893080, -1.193376], [-7.116675, -2.530218, -0.363800], [-6.862189, -1.523013, -0.968742], [-6.143218, -3.282388, 0.255229], [-6.482816, -4.458732, 0.970735], [-4.776427, -2.787692, 0.119451], [-8.136484, -2.929435, -0.245044], [-6.167337, -4.413370, 2.021940], [-5.993929, -5.367981, 0.500782], [-7.561086, -4.619953, 0.929891], [-4.710241, -1.778225, 0.521917], [-4.525903, -2.753608, -0.940391], [-4.065490, -3.430660, 0.634394], [-5.806202, -7.305963, 1.259193]], "forces_ev_per_angstrom": [[-1.00, -0.39, -0.31], [0.92, 0.37, 0.43], [-0.02, -0.74, -0.22], [-0.31, 0.62, -0.61], [0.17, -0.31, -0.10], [0.10, -0.40, 0.54], [0.39, 0.01, -0.79], [-0.70, 0.64, 0.91], [-0.44, -0.04, -0.13], [0.19, -0.93, 0.73], [0.52, -0.14, 0.05], [0.19, -0.42, 0.20], [-0.04, 0.04, -0.10], [-0.24, 0.04, -0.25], [-0.35, 0.06, 0.26], [0.01, 0.12, -0.16], [-0.15, 0.30, 0.12], [0.25, -0.14, 0.07], [0.18, -0.13, -0.24], [-0.14, -0.06, 0.05], [-0.27, 0.01, -0.23], [0.04, -0.09, -0.21], [-0.11, 1.37, 0.33], [1.15, 1.22, -0.39], [0.07, 0.41, -0.17], [0.04, -0.71, 0.08], [0.16, 0.07, 0.27], [-0.04, -0.28, -0.14], [0.21, 0.81, -0.45], [0.03, -0.40, -0.59], [-0.06, 0.22, 0.27], [0.00, 0.18, 0.44], [-0.02, 0.02, 0.09], [0.05, -0.10, 0.06], [-0.03, -0.01, 0.02], [-0.10, -0.11, 0.02], [0.14, 0.27, 0.03], [-0.15, 0.28, -0.19], [-0.34, -0.50, 0.47], [0.48, 0.04, -0.38], [1.43, 0.26, 0.74], [-1.59, -1.45, -1.55], [0.38, -0.13, -0.03], [0.24, 0.06, -0.02], [0.12, 0.24, 0.47], [-0.16, -0.18, -0.14], [0.16, 0.15, 0.18], [-0.08, 0.01, -0.05], [0.02, -0.04, -0.04], [-0.05, -0.08, 0.03], [-0.43, 0.93, 0.50], [-0.16, 0.19, 0.06], [-0.24, 0.48, -0.02], [-0.49, -0.42, 0.32], [-0.08, -0.54, 0.00], [0.23, -0.53, -0.17], [-0.01, 0.00, -0.05], [0.01, 0.04, 0.01], [-0.10, 0.13, -0.08], [0.25, 0.07, -0.01], [-0.14, -0.17, -0.08], [0.01, -0.03, 0.00], [0.03, -0.14, -0.03], [-0.15, 0.60, -0.10], [0.00, -0.03, 0.03], [0.04, 0.00, 0.01], [0.12, 0.06, 0.02], [-0.13, -0.09, 0.09], [-0.02, -0.58, 0.14]]}